(1)
Molecular formula: C18H16MnN10O7
Method: DFT, wB97M-V/def2-TZVPD

Summary:
**Frontier orbital gap (alpha / beta)**: 6.36 / 5.91 eV
**Highest occupied orbital energy (alpha / beta)**: -2.230 / -1.776 eV
**ΔE to the lowest compared entry with this formula, charge and spin**: 96.9 kJ/mol
**⟨S²⟩**: 1.169
**E_LUMO (alpha / beta)**: 4.13 / 4.13 eV

ORCA input file:
```
! RIJCOSX wB97M-V def2-TZVPD def2/J DEFGRID3
* xyz -2 2
Mn -1.587 0.845 -0.935
O -4.220 -1.649 -2.686
C -3.316 -1.046 -2.110
O -3.029 0.196 -2.148
C -2.388 -1.865 -1.207
C -2.376 -3.250 -1.216
C -1.463 -3.912 -0.415
C -0.599 -3.171 0.378
C -0.685 -1.790 0.338
N -1.565 -1.162 -0.438
H -3.077 -3.757 -1.863
H -1.413 -4.994 -0.414
H 0.141 -3.644 1.011
H -0.037 -1.153 0.931
N 0.037 3.783 -0.290
C -0.981 3.829 -1.237
N -1.287 4.921 -1.901
N -2.303 4.527 -2.714
N -2.572 3.277 -2.526
N -1.735 2.793 -1.573
C -0.024 2.913 0.773
N 0.594 3.118 1.926
N 0.314 2.013 2.652
N -0.427 1.203 1.969
N -0.666 1.757 0.749
H 0.434 4.679 -0.070
C -3.650 0.454 3.505
C -3.277 -0.151 2.165
O -3.414 0.781 1.102
H -3.637 -0.308 4.292
H -4.650 0.898 3.462
H -2.929 1.230 3.774
H -3.937 -0.982 1.915
H -2.251 -0.523 2.211
H -2.840 1.536 1.291
O 1.543 -0.093 -3.499
C 1.295 0.029 -2.296
O 0.192 0.338 -1.757
C 2.451 -0.245 -1.329
C 2.390 0.152 -0.002
C 3.443 -0.086 0.892
C 4.534 -0.743 0.387
O 5.694 -1.114 1.048
C 6.529 -1.712 0.061
O 5.808 -1.781 -1.162
C 4.600 -1.138 -0.929
C 3.586 -0.900 -1.818
H 1.507 0.658 0.338
H 3.389 0.242 1.924
H 6.803 -2.718 0.380
H 7.425 -1.102 -0.075
H 3.626 -1.184 -2.863
*
```

How is the electron density shared among the atoms? According to Mulliken, the charges in e are: number 1, Mn, carries 0.58; number 2, O, carries -0.80; number 3, C, carries 0.26; number 4, O, carries -0.81; number 5, C, carries 0.35; number 6, C, carries -0.55; number 7, C, carries -0.34; number 8, C, carries -1.02; number 9, C, carries -0.29; number 10, N, carries 0.86; number 11, H, carries 0.52; number 12, H, carries 0.37; number 13, H, carries 0.43; number 14, H, carries 0.51; number 15, N, carries -0.07; number 16, C, carries 0.36; number 17, N, carries -0.61; number 18, N, carries -0.69; number 19, N, carries -0.47; number 20, N, carries 0.66; number 21, C, carries 0.49; number 22, N, carries -0.61; number 23, N, carries -0.90; number 24, N, carries -0.15; number 25, N, carries 0.62; number 26, H, carries 0.33; number 27, C, carries -1.34; number 28, C, carries 0.03; number 29, O, carries -0.60; number 30, H, carries 0.40; number 31, H, carries 0.30; number 32, H, carries 0.31; number 33, H, carries 0.48; number 34, H, carries 0.02; number 35, H, carries 0.29; number 36, O, carries -0.79; number 37, C, carries 0.05; number 38, O, carries -0.30; number 39, C, carries -0.48; number 40, C, carries -0.06; number 41, C, carries -1.22; number 42, C, carries 1.07; number 43, O, carries -0.53; number 44, C, carries -0.25; number 45, O, carries -0.52; number 46, C, carries 1.21; number 47, C, carries -1.24; number 48, H, carries 0.68; number 49, H, carries 0.49; number 50, H, carries 0.23; number 51, H, carries 0.24; number 52, H, carries 0.48

***

(2)
Molecular formula: C4H13NO2
Method: DFT, wB97M-V/def2-TZVPD

Summary:
**Frontier orbital gap**: 8.87 eV
**Highest occupied orbital energy**: -7.987 eV
**ΔE to the lowest compared entry with this formula, charge and spin**: 177.2 kJ/mol
**E_LUMO**: 0.88 eV
**SMILES**: C=C(C)NC.O.O

ORCA input file:
```
! RIJCOSX wB97M-V def2-TZVPD def2/J DEFGRID3
* xyz 0 1
C 1.191 -0.099 0.153
C -0.048 -0.345 0.600
C -0.687 -1.699 0.765
N -0.960 0.757 0.498
C -1.031 1.509 -0.743
H 1.806 -0.901 -0.235
H 1.353 0.913 -0.184
H -0.885 -2.001 1.801
H -0.017 -2.433 0.311
H -1.661 -1.816 0.298
H -1.745 0.607 1.113
H -0.603 2.501 -0.556
H -2.084 1.644 -1.005
H -0.486 0.940 -1.490
O -0.447 -5.623 -2.172
H 0.063 -5.994 -2.883
H -0.894 -6.265 -1.639
O 2.737 6.069 1.708
H 2.181 5.357 2.024
H 2.217 6.878 1.635
*
```

How is the electron density shared among the atoms? According to Mulliken, the charges in e are: number 1, C, carries -0.88; number 2, C, carries 0.58; number 3, C, carries -1.18; number 4, N, carries -0.32; number 5, C, carries -0.96; number 6, H, carries 0.23; number 7, H, carries 0.40; number 8, H, carries 0.29; number 9, H, carries 0.29; number 10, H, carries 0.34; number 11, H, carries 0.26; number 12, H, carries 0.24; number 13, H, carries 0.31; number 14, H, carries 0.39; number 15, O, carries -0.63; number 16, H, carries 0.32; number 17, H, carries 0.32; number 18, O, carries -0.64; number 19, H, carries 0.32; number 20, H, carries 0.32

***

(3)
Molecular formula: C4AuCl2O4Ru
Method: DFT, wB97M-V/def2-TZVPD

Summary:
**Frontier orbital gap (alpha / beta)**: 8.39 / 7.23 eV
**Highest occupied orbital energy (alpha / beta)**: -24.112 / -27.093 eV
**ΔE to the lowest compared entry with this formula, charge and spin**: 0.0 kJ/mol
**⟨S²⟩**: 15.785
**E_LUMO (alpha / beta)**: -15.72 / -19.87 eV

ORCA input file:
```
! RIJCOSX wB97M-V def2-TZVPD def2/J DEFGRID3
* xyz 4 8
Ru -0.052 0.473 -3.612
Au 0.537 -0.501 3.443
Cl -0.543 2.287 -2.302
Cl 1.704 -1.012 1.542
C -0.795 -1.051 4.827
C -0.520 1.150 -5.210
C 0.432 -1.149 -4.296
O -1.370 -1.618 5.650
O -0.827 1.623 -6.241
O 0.725 -2.148 -4.843
O 0.391 1.284 6.009
C 0.318 0.662 5.032
*
```

How is the electron density shared among the atoms? According to Mulliken, the charges in e are: number 1, Ru, carries 0.76; number 2, Au, carries 0.76; number 3, Cl, carries 0.32; number 4, Cl, carries 0.28; number 5, C, carries 0.41; number 6, C, carries 0.35; number 7, C, carries 0.48; number 8, O, carries 0.06; number 9, O, carries 0.06; number 10, O, carries 0.03; number 11, O, carries 0.03; number 12, C, carries 0.46

***

(4)
Molecular formula: C34H32BGaN5O2S3
Method: DFT, wB97M-V/def2-TZVPD

Summary:
**Frontier orbital gap**: 6.91 eV
**Highest occupied orbital energy**: -10.443 eV
**ΔE to the lowest compared entry with this formula, charge and spin**: 202.0 kJ/mol
**E_LUMO**: -3.54 eV

ORCA input file:
```
! RIJCOSX wB97M-V def2-TZVPD def2/J DEFGRID3
* xyz 1 1
Ga -0.585 1.424 0.761
S 1.540 0.562 0.449
C 1.123 -1.095 -0.207
N 0.329 -2.063 0.345
C -0.553 -2.620 -0.695
C 0.162 -2.878 -2.029
N 0.776 -1.635 -2.508
C 1.152 -1.476 -3.908
C 0.007 -1.778 -4.840
C 0.148 -2.733 -5.837
C -0.908 -3.008 -6.697
C -2.110 -2.333 -6.556
C -2.257 -1.378 -5.557
C -1.201 -1.102 -4.705
C 1.211 -0.830 -1.535
S 1.773 0.854 -1.620
C 0.950 -3.029 1.272
C 1.795 -4.066 0.579
C 3.070 -3.747 0.115
C 3.805 -4.669 -0.614
C 3.276 -5.925 -0.883
C 2.017 -6.259 -0.408
C 1.282 -5.332 0.320
H -1.373 -1.919 -0.859
H -0.972 -3.556 -0.327
H -0.555 -3.213 -2.779
H 0.925 -3.651 -1.903
H 2.006 -2.117 -4.147
H 1.483 -0.440 -4.037
H 1.085 -3.268 -5.942
H -0.791 -3.754 -7.472
H -2.934 -2.548 -7.224
H -3.190 -0.842 -5.442
H -1.320 -0.351 -3.933
H 0.140 -3.501 1.828
H 1.536 -2.453 1.989
H 3.490 -2.771 0.328
H 4.796 -4.412 -0.965
H 3.852 -6.646 -1.448
H 1.607 -7.241 -0.600
H 0.299 -5.597 0.693
O -1.755 0.390 4.450
S -0.629 0.752 3.652
O 0.013 -0.246 2.811
N -0.997 1.874 2.536
C -1.410 3.192 2.744
C -1.849 3.762 3.908
C -2.219 5.126 3.927
C -2.174 5.902 2.805
C -1.740 5.336 1.582
C -1.690 6.028 0.353
C -1.284 5.388 -0.790
C -0.907 4.044 -0.721
N -0.923 3.377 0.421
C -1.349 3.989 1.569
C 0.569 1.506 4.700
C 1.717 2.058 4.145
C 2.657 2.638 4.978
C 2.445 2.656 6.353
C 1.297 2.099 6.896
C 0.346 1.520 6.067
H -1.933 3.167 4.807
H -2.561 5.553 4.860
H -2.476 6.941 2.830
H -1.989 7.069 0.322
H -1.259 5.894 -1.744
H -0.603 3.500 -1.607
H 1.878 2.032 3.074
H 3.555 3.072 4.561
H 3.182 3.108 7.003
H 1.139 2.113 7.965
H -0.557 1.080 6.468
B -2.791 1.615 -2.777
C -2.192 0.998 -1.487
N -1.678 0.585 -0.524
H -1.821 1.985 -3.403
H -3.475 2.534 -2.392
H -3.422 0.760 -3.343
*
```

How is the electron density shared among the atoms? According to Mulliken, the charges in e are: number 1, Ga, carries -0.32; number 2, S, carries -0.11; number 3, C, carries -1.04; number 4, N, carries 0.81; number 5, C, carries -1.03; number 6, C, carries -0.46; number 7, N, carries 0.54; number 8, C, carries -0.79; number 9, C, carries 0.16; number 10, C, carries -0.45; number 11, C, carries -0.67; number 12, C, carries -0.46; number 13, C, carries -0.57; number 14, C, carries 0.29; number 15, C, carries 0.48; number 16, S, carries -0.18; number 17, C, carries -1.38; number 18, C, carries 0.64; number 19, C, carries 0.09; number 20, C, carries -0.90; number 21, C, carries -0.44; number 22, C, carries -0.71; number 23, C, carries -0.24; number 24, H, carries 0.31; number 25, H, carries 0.53; number 26, H, carries 0.61; number 27, H, carries 0.03; number 28, H, carries 0.31; number 29, H, carries 0.38; number 30, H, carries 0.38; number 31, H, carries 0.39; number 32, H, carries 0.40; number 33, H, carries 0.41; number 34, H, carries 0.14; number 35, H, carries 0.53; number 36, H, carries 0.39; number 37, H, carries 0.38; number 38, H, carries 0.42; number 39, H, carries 0.42; number 40, H, carries 0.40; number 41, H, carries 0.40; number 42, O, carries -0.71; number 43, S, carries 0.94; number 44, O, carries -0.49; number 45, N, carries 0.39; number 46, C, carries 0.20; number 47, C, carries -0.67; number 48, C, carries -0.92; number 49, C, carries -0.93; number 50, C, carries 0.71; number 51, C, carries -0.50; number 52, C, carries -1.10; number 53, C, carries 0.18; number 54, N, carries 0.30; number 55, C, carries 0.38; number 56, C, carries 0.37; number 57, C, carries -0.21; number 58, C, carries -0.85; number 59, C, carries -0.43; number 60, C, carries -0.71; number 61, C, carries -0.20; number 62, H, carries 0.54; number 63, H, carries 0.42; number 64, H, carries 0.43; number 65, H, carries 0.46; number 66, H, carries 0.43; number 67, H, carries 0.56; number 68, H, carries 0.29; number 69, H, carries 0.43; number 70, H, carries 0.41; number 71, H, carries 0.42; number 72, H, carries 0.52; number 73, B, carries 0.16; number 74, C, carries 0.08; number 75, N, carries 0.25; number 76, H, carries -0.01; number 77, H, carries -0.10; number 78, H, carries -0.14

***

(5)
Molecular formula: C2HFO3
Method: DFT, wB97M-V/def2-TZVPD

Summary:
**Frontier orbital gap**: 12.48 eV
**Highest occupied orbital energy**: -11.795 eV
**ΔE to the lowest compared entry with this formula, charge and spin**: 21.5 kJ/mol
**E_LUMO**: 0.69 eV
**SMILES**: O=C=O.O=CF

ORCA input file:
```
! RIJCOSX wB97M-V def2-TZVPD def2/J DEFGRID3
* xyz 0 1
O -1.890 -1.129 -3.369
C -1.624 -1.913 -2.551
O -1.272 -2.642 -1.721
O -0.163 -0.998 0.352
C 0.842 -0.740 1.003
F 0.856 -0.655 2.283
H 1.900 -0.464 0.610
*
```

How is the electron density shared among the atoms? According to Mulliken, the charges in e are: number 1, O, carries -0.38; number 2, C, carries 0.74; number 3, O, carries -0.35; number 4, O, carries -0.42; number 5, C, carries 0.33; number 6, F, carries -0.16; number 7, H, carries 0.24

***

Q: What is the ΔE to the lowest compared entry with this formula, charge and spin in the third record?
A: 0.0 kJ/mol